(1)
# C16H31BeNOP2

A structure of composition C16H31BeNOP2 at a distorted geometry (ωB97M-V/def2-TZVPD, the OMol25 dataset).

Structure (ORCA input):
```
! RIJCOSX wB97M-V def2-TZVPD def2/J DEFGRID3
* xyz 0 1
P -0.05610 4.16313 0.04008
P -0.89214 1.04960 -0.80466
C -0.11880 3.58525 -1.72312
C -1.15661 2.47556 -1.93255
H 0.90767 3.21687 -1.93095
H -0.29503 4.46047 -2.36107
H -2.17604 2.83573 -1.73934
H -1.13094 2.05247 -2.95248
C 0.36795 0.18156 -1.88662
H 0.46386 -0.85574 -1.55010
H 1.35504 0.66379 -1.90285
H -0.01501 0.13704 -2.91036
C -2.28524 -0.08808 -1.21561
H -2.52985 -0.04421 -2.28929
H -3.15836 0.20651 -0.62917
H -1.98651 -1.11375 -0.95773
C 1.10110 5.56219 0.12513
H 1.44851 5.66288 1.16245
H 0.60572 6.49319 -0.19457
H 1.97166 5.36079 -0.51716
C -1.72687 4.78301 0.40693
H -2.45346 3.96058 0.39796
H -2.03912 5.53772 -0.32636
H -1.75446 5.20813 1.41922
Be 0.09319 2.56249 1.21878
C 0.50376 -5.95655 0.61949
C 1.17722 -5.62329 -0.48369
C 1.62855 -4.24251 -0.88086
C 1.71262 -3.23237 0.29127
C 0.50444 -2.36623 0.44280
C -0.76241 -2.72489 0.72288
C -1.27392 -4.10065 0.94665
C -0.23432 -5.07268 1.58309
C 0.32974 3.23314 2.78709
H 0.44017 -7.01239 0.91642
H 1.49337 -6.42025 -1.17418
H 1.01470 -3.84987 -1.70934
H 2.63605 -4.33736 -1.32175
H 2.01721 -3.75108 1.20429
H 2.53767 -2.56405 0.02337
H 0.71539 -1.32832 0.18556
H -1.50037 -1.91462 0.78141
H -1.61113 -4.52780 -0.01701
H -2.16055 -4.04058 1.60197
H 0.41797 -4.50452 2.25573
H -0.80827 -5.73653 2.25131
H 1.03381 2.57608 3.32138
H -0.57924 3.22782 3.39283
H 0.75442 4.25789 2.79320
O 2.85107 0.12892 0.54583
C 1.83528 0.65798 0.86316
N 0.78660 1.16756 1.11053
*
```

* energy relative to the best compared isomer or geometry (same formula, charge and spin): 0.0 kcal per mole
* LUMO: 0.47 eV
* Kohn-Sham gap: 8.144 eV
* DFT total energy: -39610.724 eV

---

(2)
# C16H31Br8NO12S3

A structure of composition C16H31Br8NO12S3 at a distorted geometry (ωB97M-V/def2-TZVPD, the OMol25 dataset).

Structure (ORCA input):
```
! RIJCOSX wB97M-V def2-TZVPD def2/J DEFGRID3
* xyz 0 1
C 0.49796 -1.31791 -5.31390
C -0.92735 -1.97618 -5.49702
O -1.80477 -0.79661 -5.64593
S -1.00416 0.57853 -5.62959
O -1.01070 1.04091 -4.26054
O -1.40202 1.37560 -6.69401
O 0.40525 -0.06931 -6.00150
H 1.25644 -1.88679 -5.79465
H 0.63968 -1.12556 -4.24101
H -1.21232 -2.39948 -4.50999
H -1.01215 -2.74922 -6.27890
C -0.68091 1.15326 3.96434
C -1.48476 1.26572 2.68231
O -2.84265 1.05757 3.14250
S -2.98033 0.41141 4.56223
O -3.68533 -0.76796 4.38922
O -3.51864 1.33259 5.48108
O -1.41667 0.18042 4.71463
H -0.57927 2.02317 4.56368
H 0.29286 0.69993 3.82187
H -1.27725 0.44276 2.00526
H -1.32169 2.25341 2.17022
C -3.71153 -3.47059 2.72253
C -2.30018 -3.57863 3.32758
O -1.59494 -2.57861 2.57225
S -2.04927 -2.48883 1.13551
O -1.30146 -3.27016 0.26088
O -2.14422 -1.12848 0.82889
O -3.44200 -3.19826 1.34329
H -4.23410 -2.58763 3.15515
H -4.35568 -4.35254 2.73540
H -1.82408 -4.51288 3.09743
H -2.16307 -3.33430 4.42437
Br -6.82167 -0.67508 -0.82639
C -4.98615 -0.47733 -0.28632
C -4.53909 0.96258 0.01939
Br -4.23550 2.06217 -1.53323
H -4.35524 -0.96828 -1.00643
H -4.84418 -0.96129 0.66228
H -3.65200 0.83694 0.59481
H -5.36619 1.45642 0.59423
Br 2.26422 -1.34818 1.94466
C 3.06954 0.19276 2.82607
C 4.50162 0.09811 3.13375
Br 4.98613 -0.86835 4.72257
H 2.56339 0.41155 3.73974
H 2.97745 1.02683 2.08317
H 4.85655 1.13352 3.29049
H 5.08330 -0.29587 2.31303
Br 4.98801 -2.48995 -2.61326
C 4.47370 -0.81091 -3.32557
C 4.53148 0.17287 -2.22682
Br 3.89946 1.92855 -2.91890
H 3.45229 -0.85508 -3.72984
H 5.09258 -0.49084 -4.16171
H 5.54142 0.14397 -1.71690
H 3.70501 -0.04707 -1.53769
Br -0.20864 3.11553 -0.50993
C -0.06593 1.39572 -1.44454
C 0.91308 0.70965 -0.61365
Br 1.23355 -1.07860 -1.40616
H 0.24335 1.48478 -2.49184
H -1.07864 1.02478 -1.41136
H 0.54791 0.46079 0.43272
H 1.88201 1.21185 -0.60989
C 3.81979 4.67140 -0.07672
C 4.19227 3.40122 0.48799
N 4.32704 2.31398 0.90671
H 3.22918 4.44125 -0.94003
H 4.66957 5.24589 -0.36214
H 3.29859 5.23831 0.76415
*
```

* LUMO: 0.09 eV
* Kohn-Sham gap: 9.994 eV
* DFT total energy: -635997.291 eV

---

(3)
# C16H31CrNOP2

A structure of composition C16H31CrNOP2 at a distorted geometry (ωB97M-V/def2-TZVPD, the OMol25 dataset).

Structure (ORCA input):
```
! RIJCOSX wB97M-V def2-TZVPD def2/J DEFGRID3
* xyz 0 5
P 0.40958 1.92496 -1.39862
P 0.51105 -1.60058 -1.98013
C 1.10357 1.08954 -2.91070
C 0.54125 -0.30956 -3.28656
H 2.18751 1.00982 -2.74733
H 0.93806 1.81286 -3.73296
H -0.48619 -0.17883 -3.65169
H 1.14845 -0.72911 -4.11026
C 2.24723 -2.14421 -1.98039
H 2.41121 -2.85144 -1.16695
H 2.91722 -1.30390 -1.81933
H 2.48407 -2.63211 -2.92779
C -0.33330 -3.13951 -2.41749
H 0.19886 -3.71384 -3.18160
H -1.35579 -2.95958 -2.74745
H -0.39826 -3.76105 -1.51864
C 1.18247 3.59186 -1.33693
H 0.79257 4.13127 -0.46220
H 0.93944 4.17269 -2.23810
H 2.26777 3.52278 -1.22111
C -1.19740 2.46364 -2.06878
H -1.81807 1.60623 -2.31715
H -1.02933 3.08188 -2.95472
H -1.71790 3.05028 -1.30908
Cr -0.80748 0.77684 2.95955
C -0.86827 -2.31020 1.54906
C 0.41871 -1.94622 1.74583
C 1.37738 -0.98065 1.07888
C 1.50261 0.53748 1.33447
C 0.31374 1.40351 1.05600
C -1.04804 0.96893 0.72047
C -1.34869 -0.31820 0.04769
C -1.94516 -1.43404 0.94458
C -2.14423 1.76711 4.12284
H -1.26537 -3.13304 2.17518
H 0.90364 -2.43918 2.60372
H 1.33105 -1.10651 -0.01828
H 2.39258 -1.34429 1.29953
H 1.93320 0.73578 2.34079
H 2.28748 0.86073 0.61914
H 0.49350 2.49007 1.09005
H -1.70907 1.81090 0.48388
H -0.41455 -0.72060 -0.39807
H -2.01177 -0.19209 -0.82677
H -2.67555 -1.07059 1.71061
H -2.55922 -2.03216 0.25095
H -2.92440 1.08924 4.49846
H -2.60920 2.63415 3.63270
H -1.55773 2.10959 4.99190
O -0.23894 -2.27462 5.99701
C -0.32393 -1.45714 5.13077
N -0.44629 -0.55890 4.34504
*
```

* energy relative to the best compared isomer or geometry (same formula, charge and spin): 0.0 kcal per mole
* LUMO (spin up / spin down): 0.24 / -0.30 eV
* Kohn-Sham gap (spin up / spin down): 7.394 / 6.860 eV
* DFT total energy: -67626.304 eV

---

(4)
# C16H31F3N4O7P

A cluster of 2 separate species, C16H31F3N4O7P in total at a distorted geometry (ωB97M-V/def2-TZVPD, the OMol25 dataset).

Structure (ORCA input):
```
! RIJCOSX wB97M-V def2-TZVPD def2/J DEFGRID3
* xyz 1 1
N -3.14243 -1.38136 4.18016
C -4.13882 -0.45345 3.97480
C -3.93087 1.13676 3.63487
C -3.88547 1.50663 2.03714
P -5.35639 0.90957 0.91645
N -5.73430 -0.65173 1.14778
N -4.14669 3.02755 2.02031
C -3.25437 3.94394 1.52138
C -1.96730 2.99272 1.06539
C -1.15038 3.38769 -0.29988
O -0.34951 4.60921 0.03789
C 1.06473 4.42540 -0.32249
F 1.22966 4.26465 -1.78551
F 1.76761 5.71520 0.03208
F 1.76777 3.37440 0.48823
C -2.35273 1.43139 1.38151
N -1.24138 1.00246 2.35515
C -2.22884 0.29030 0.21104
O -0.85000 0.05778 -0.25379
C -0.69058 -1.25591 -0.89684
O 0.72517 -1.55319 -1.16429
C 1.42504 -0.42825 -1.80355
C 0.79816 0.00995 -3.27508
O -0.29238 1.00702 -3.15826
H -2.23306 -0.87404 4.10682
H -5.25474 -0.85052 4.05926
H -3.01095 1.51934 4.25040
H -4.88195 1.69978 4.08240
H -5.00464 1.15946 -0.45969
H -6.48902 1.79463 1.22338
H -6.75087 -0.62164 1.46226
H -5.08727 3.33566 2.37231
H -3.35279 5.11282 1.42554
H -1.17201 3.27478 1.90818
H -1.85524 3.65134 -1.22583
H -0.37737 2.59048 -0.66840
H -1.23492 -0.05698 2.33757
H -0.29950 1.27656 1.99882
H -2.58013 -0.73503 0.71165
H -2.93529 0.45500 -0.71179
H -1.08219 -2.08496 -0.13576
H -1.29830 -1.40113 -1.88618
H 1.56627 0.51848 -1.12538
H 2.52724 -0.81914 -2.04176
H 0.53094 -0.91063 -3.96134
H 1.68606 0.57672 -3.83673
H -1.10692 0.51472 -3.51688
C 3.94621 -3.38824 0.03620
C 5.07755 -2.45714 -0.36104
O 6.25184 -3.20343 -0.70296
C 6.26101 -3.74495 -1.94597
O 5.37584 -3.64103 -2.78216
O 7.41359 -4.44390 -2.09267
C 7.51589 -5.13570 -3.33479
H 4.27021 -4.07265 0.82692
H 3.08363 -2.81752 0.39218
H 3.62602 -4.00659 -0.80787
H 5.34190 -1.82243 0.49186
H 4.78449 -1.78987 -1.17998
H 7.34393 -4.46286 -4.18128
H 6.80922 -5.97095 -3.35465
H 8.52961 -5.53718 -3.41715
*
```

* LUMO: -5.26 eV
* Kohn-Sham gap: 6.946 eV
* DFT total energy: -54811.781 eV

---

(5)
# C16H31IN3O3

A cluster of 2 separate species, C16H31IN3O3 in total (ωB97M-V/def2-TZVPD, the OMol25 dataset).

Structure (ORCA input):
```
! RIJCOSX wB97M-V def2-TZVPD def2/J DEFGRID3
* xyz 1 1
C 2.51655 -0.26820 -0.37908
C 1.28265 -0.14855 0.52674
C 0.66763 1.26327 0.52476
I 0.15569 1.82764 2.54864
C -0.49850 1.52461 -0.44995
C -0.03437 1.73381 -1.89166
C 0.70763 3.07554 -2.01780
C 2.04255 2.94876 -2.74564
N -1.27718 1.77001 -2.68695
C -1.79286 0.42483 -2.90430
C -1.74317 -0.38649 -1.62517
O -0.64909 -1.31171 -1.67976
C -0.86411 -2.43674 -1.06243
N -1.06926 -3.42043 -0.50930
N -1.57755 0.45061 -0.38244
C -2.95363 1.00796 -0.08804
O -2.82543 1.79383 1.02280
C -4.06860 2.28893 1.52026
H 2.54561 -1.23713 -0.87038
H 3.42183 -0.19710 0.21856
H 2.55133 0.50346 -1.14555
H 0.56250 -0.91274 0.25585
H 1.58572 -0.39549 1.53864
H 1.45484 1.96457 0.27148
H -1.00127 2.45044 -0.18469
H 0.60745 0.91019 -2.22452
H 0.83823 3.53307 -1.03933
H 0.06021 3.74389 -2.58568
H 2.78024 2.43984 -2.12633
H 2.45298 3.92792 -2.97972
H 1.92222 2.38420 -3.66904
H -1.10232 2.20580 -3.58332
H -1.20298 -0.13249 -3.63911
H -2.81360 0.46266 -3.27787
H -2.66187 -0.95774 -1.50926
H -1.36334 -0.19424 0.38602
H -3.61635 0.15044 0.07959
H -3.28042 1.54940 -0.98111
H -4.85402 1.53480 1.44551
H -3.92156 2.52786 2.56808
H -4.37423 3.18516 0.98269
C 1.67959 -4.16526 2.25006
C 0.96332 -3.52390 3.43753
C 1.78595 -2.25956 3.64989
O 2.26715 -1.87596 2.35490
C 2.05797 -2.94338 1.42779
H 1.06354 -4.87030 1.69501
H 2.57812 -4.68527 2.58655
H -0.06310 -3.26809 3.16337
H 0.93076 -4.15652 4.32211
H 2.64306 -2.44544 4.30338
H 1.20590 -1.43601 4.06818
H 1.24003 -2.66093 0.75347
H 2.96374 -3.08462 0.83647
*
```

* LUMO: -2.56 eV
* Kohn-Sham gap: 9.281 eV
* DFT total energy: -35799.341 eV

---

(6)
# C16H31NOP2W

A structure of composition C16H31NOP2W at a distorted geometry (ωB97M-V/def2-TZVPD, the OMol25 dataset).

Structure (ORCA input):
```
! RIJCOSX wB97M-V def2-TZVPD def2/J DEFGRID3
* xyz 2 3
P -1.77626 1.67769 0.62462
P -1.37936 0.02873 -2.05707
C -2.85501 2.10958 -0.84285
C -2.98248 0.95925 -1.84713
H -2.38696 2.98788 -1.31446
H -3.84182 2.40404 -0.45318
H -3.73241 0.22126 -1.52025
H -3.26661 1.33187 -2.84412
C -0.56777 1.20313 -3.21851
H 0.35148 0.74773 -3.61110
H -0.30795 2.13889 -2.70622
H -1.25554 1.41289 -4.04780
C -1.91344 -1.25542 -3.24047
H -2.31873 -0.78278 -4.14508
H -2.67886 -1.88865 -2.77343
H -1.04814 -1.87661 -3.50449
C -1.94743 3.21533 1.59296
H -1.41180 3.08374 2.54077
H -3.00564 3.43182 1.79014
H -1.49024 4.04717 1.04197
C -3.00882 0.62169 1.49741
H -3.17581 -0.31765 0.95263
H -3.95860 1.16537 1.59476
H -2.62328 0.38215 2.49685
W 2.70945 -1.06897 1.56886
C 1.84940 -2.22835 0.04588
C 2.48329 -1.10658 -0.58811
C 1.75629 0.14308 -0.97412
C 1.65643 1.25813 0.10755
C 1.63907 0.76661 1.52385
C 0.69879 -0.23227 1.96806
C -0.17910 -0.98196 1.01801
C 0.37940 -2.27208 0.36840
C 2.49039 -2.32309 3.10260
H 2.34460 -3.19485 -0.05506
H 3.42700 -1.28471 -1.10974
H 0.74197 -0.11435 -1.34508
H 2.24085 0.60303 -1.85553
H 2.51216 1.94049 -0.03303
H 0.76368 1.88563 -0.09626
H 1.99897 1.46194 2.27959
H 0.37038 -0.19905 3.00649
H -0.50455 -0.29561 0.20594
H -1.11981 -1.25716 1.52989
H 0.17493 -3.11534 1.04617
H -0.22348 -2.48768 -0.53807
H 2.47538 -3.37717 2.82711
H 1.61925 -2.05344 3.70181
H 3.41250 -2.09612 3.66628
O 6.67287 -2.24263 0.51365
C 5.63224 -1.81100 0.87342
N 4.55913 -1.36564 1.23551
*
```

* energy relative to the best compared isomer or geometry (same formula, charge and spin): 0.0 kcal per mole
* LUMO (spin up / spin down): -7.81 / -9.74 eV
* Kohn-Sham gap (spin up / spin down): 6.804 / 4.923 eV
* DFT total energy: -41015.116 eV

---

(7)
# C16H31NP2Pb

A structure of composition C16H31NP2Pb at a distorted geometry (ωB97M-V/def2-TZVPD, the OMol25 dataset).

Structure (ORCA input):
```
! RIJCOSX wB97M-V def2-TZVPD def2/J DEFGRID3
* xyz 0 1
P -1.99023 -1.03500 -1.39763
P 0.51718 -2.66239 -0.56819
C -1.72305 -2.68058 -2.26949
C -0.85903 -3.61115 -1.44414
H -1.26338 -2.46560 -3.24448
H -2.71903 -3.11431 -2.44295
H -1.45138 -4.12637 -0.67381
H -0.38252 -4.37159 -2.08156
C 1.73985 -2.98594 -1.89677
H 2.73742 -2.73209 -1.53331
H 1.51871 -2.37742 -2.77738
H 1.70516 -4.04666 -2.16762
C 0.96009 -4.06615 0.51736
H 1.11351 -4.96907 -0.08440
H 0.15404 -4.23480 1.23827
H 1.87553 -3.81287 1.05842
C -2.69303 -0.21335 -2.86615
H -3.08450 0.76263 -2.56674
H -3.49462 -0.83607 -3.27953
H -1.90662 -0.07238 -3.61440
C -3.55938 -1.55896 -0.62457
H -3.37207 -2.25985 0.19113
H -4.18141 -2.04143 -1.38421
H -4.07858 -0.68546 -0.22897
Pb 1.95051 4.24037 3.17935
C 1.77588 0.29409 1.88638
C 2.29936 0.68798 0.72033
C 1.62557 0.70753 -0.60018
C 0.95816 2.02136 -1.02986
C -0.04899 2.59092 -0.08606
C -0.69839 1.95412 0.89986
C -0.69946 0.49394 1.18375
C 0.35093 0.00255 2.20397
C 0.41817 5.69116 2.48402
H 2.39599 0.36117 2.78434
H 3.31917 1.07528 0.70278
H 0.92606 -0.12515 -0.69313
H 2.37932 0.49141 -1.36618
H 1.73369 2.79371 -1.11716
H 0.57536 1.88570 -2.05864
H -0.16461 3.67500 -0.17286
H -1.25347 2.54404 1.63122
H -0.64229 -0.09228 0.25340
H -1.68204 0.23864 1.60863
H 0.14548 0.48318 3.17632
H 0.15439 -1.07041 2.37613
H 0.07087 6.29602 3.32269
H -0.35701 5.02591 2.09738
H 0.80641 6.32855 1.68607
N 4.50924 6.02920 4.81230
C 3.58901 5.57287 4.25627
*
```

* energy relative to the best compared isomer or geometry (same formula, charge and spin): 0.0 kcal per mole
* LUMO: -1.28 eV
* Kohn-Sham gap: 6.852 eV
* DFT total energy: -42406.634 eV

---

(8)
# C16H31NP2SeTi

A structure of composition C16H31NP2SeTi at a distorted geometry (ωB97M-V/def2-TZVPD, the OMol25 dataset).

Structure (ORCA input):
```
! RIJCOSX wB97M-V def2-TZVPD def2/J DEFGRID3
* xyz 0 3
P 0.30128 -3.37041 -1.54122
P -0.71460 -0.21026 -1.04050
C -0.33101 -2.27841 -2.93080
C 0.11235 -0.88054 -2.61165
H -1.42289 -2.31735 -2.98923
H 0.19531 -2.63757 -3.81400
H 1.16277 -0.81069 -2.28716
H 0.10026 -0.18942 -3.47056
C -2.50671 0.43669 -1.24949
H -2.75296 1.18065 -0.46842
H -3.23714 -0.36605 -1.09605
H -2.69603 0.91478 -2.22527
C -0.06003 1.45016 -1.61483
H -0.13561 1.57641 -2.69767
H 0.99154 1.53248 -1.32043
H -0.59914 2.28015 -1.14099
C -0.87469 -4.82623 -1.70549
H -1.58736 -4.86800 -0.80303
H -0.34684 -5.79672 -1.70847
H -1.44281 -4.67061 -2.63312
C 1.91135 -3.70057 -2.32447
H 2.36296 -2.75529 -2.63628
H 1.72770 -4.31277 -3.21236
H 2.59942 -4.22078 -1.65665
Ti -0.96176 -3.27207 0.24469
C 1.35297 3.34646 3.37488
C 0.34794 4.12970 2.97179
C -0.12433 4.36331 1.55240
C -1.05331 3.22155 1.05666
C -0.58499 1.81999 1.15915
C 0.70859 1.43609 1.11705
C 1.86652 2.32916 1.04035
C 2.39392 2.74151 2.43010
C 0.52333 -3.50154 1.65904
H 1.53649 3.10644 4.44202
H -0.28692 4.60597 3.73916
H 0.68674 4.59996 0.85412
H -0.77848 5.24838 1.64091
H -1.85607 3.26884 1.80258
H -1.48799 3.49809 0.07137
H -1.34453 1.01638 1.26132
H 0.95964 0.36320 1.18753
H 1.57421 3.21810 0.47824
H 2.65499 1.77773 0.48753
H 2.77568 1.81649 2.89135
H 3.26562 3.41748 2.29269
H 0.99914 -2.50652 1.69397
H 1.15521 -4.25253 1.16741
H 0.28450 -3.87548 2.67522
Se -3.05875 -0.30801 3.21602
C -2.37606 -1.10795 1.82903
N -1.92944 -1.66040 0.84156
*
```

* energy relative to the best compared isomer or geometry (same formula, charge and spin): 50.9 kcal per mole
* LUMO (spin up / spin down): 0.05 / -0.23 eV
* Kohn-Sham gap (spin up / spin down): 6.698 / 7.257 eV
* DFT total energy: -125618.150 eV